# C21H19F7N6O9S3Ti

A molecular structure, C21H19F7N6O9S3Ti (the ωB97M-V functional and the def2-TZVPD basis, the Open Molecules 2025 dataset).

Properties
LUMO energy	-7.78	eV
molar mass	776.47	Da
gap between HOMO and LUMO	5.0	eV
charge	+2
HOMO energy	-12.80	eV

Positions of all 66 atoms, in Å:
F 3.8504 -5.3620 -2.5471
C -3.4209 -1.3625 1.0437
F 3.1123 0.3108 -1.2084
H 3.2510 -2.9235 3.0112
O 3.7128 -5.5374 0.2870
C -2.3918 -1.5461 1.9644
H 0.1291 0.2650 2.9845
C -0.2499 -2.9396 -2.4289
N 1.6261 -4.6589 0.1710
O 1.5719 3.2059 -3.0339
C -4.8639 3.8519 0.2987
C -5.4136 4.4158 -0.8683
F 3.4103 0.8760 -3.2773
O 3.2031 1.7213 1.0181
H 3.9502 -1.3101 2.8346
C -0.2015 -0.7780 2.9452
N -3.2819 4.3082 -1.8614
N 2.1095 3.3316 -0.5667
C 1.9648 3.8096 2.2197
S -1.0339 3.4062 -0.7902
C -1.2009 -0.8724 1.8011
H -1.8227 0.8648 -0.9214
H -4.0506 -0.1855 -0.6509
O -0.8815 -0.6152 -2.4125
O 0.8085 1.8280 1.0125
N 0.9970 -1.6233 2.9156
N -0.9835 -0.1131 0.7001
C -2.6935 3.7633 -0.7633
C 2.8295 -5.1134 -0.4079
H 1.1220 -2.2691 3.6813
H 3.8182 -2.3372 1.4302
S 1.8131 2.4859 -1.8561
C -4.5935 4.6306 -1.9330
C 2.8069 -4.9340 -1.8535
H -2.6738 4.4911 -2.6501
C -3.5342 3.5246 0.3470
N 0.6921 -3.8364 -1.7716
F 0.9402 4.6044 2.0189
H -3.0798 3.0999 1.2295
C 1.7869 -4.3207 -2.4672
H -0.7268 -1.0180 3.8661
C 3.3137 -2.0598 2.3535
C -2.0098 0.1528 -0.1269
H -2.5233 -2.2077 2.8091
O 0.8632 1.3817 -1.5266
H 1.5384 -4.8213 1.1630
S 2.0843 2.5829 0.8084
H -6.4579 4.6803 -0.9175
F 1.7041 3.0021 3.2499
H -1.2658 -3.2413 -2.1711
O 1.8469 -0.6186 1.1182
O -0.2028 -3.3229 0.2678
H -0.1374 -3.0095 -3.5088
C 3.3359 1.3714 -2.0678
H -4.9439 5.0534 -2.8630
Ti 0.8153 0.2485 -0.0890
C 0.6454 -3.8987 -0.4008
F 4.4559 1.9384 -1.7173
O 0.8872 -1.1447 -1.1958
H 1.7884 -4.1878 -3.5398
C -0.1074 -1.4523 -2.0280
C -3.2487 -0.4370 0.0271
F 3.0583 4.4814 2.4375
H -4.3558 -1.8948 1.1527
H -5.4940 3.6832 1.1616
C 2.0022 -1.4181 2.0931

# C3H5BrO

A single C3H5BrO molecule (the ωB97M-V functional and the def2-TZVPD basis, the Open Molecules 2025 dataset).

Properties
LUMO energy	0.69	eV
molar mass	136.98	Da
gap between HOMO and LUMO	10.5	eV
structure (SMILES)	C[C@H](Br)C=O
charge	0
HOMO energy	-9.82	eV

Positions of all 10 atoms, in Å:
H 0.7558 -1.3990 -0.4551
O 2.1311 0.8012 -0.6667
H -0.8683 0.6264 -1.2080
H -1.9310 -0.7830 -0.6173
C -1.2928 0.1113 -0.4154
H -1.6577 0.6683 0.4124
C 1.2206 0.5948 0.1121
H 0.9300 1.2195 0.9025
Br 0.3431 -1.2241 1.8317
C 0.3692 -0.6154 0.1039

# C24H19F6N3O10W

A molecular structure, C24H19F6N3O10W (the ωB97M-V functional and the def2-TZVPD basis, the Open Molecules 2025 dataset).

Properties
LUMO energy	-8.43	eV
molar mass	807.26	Da
gap between HOMO and LUMO	5.2	eV
charge	+2
HOMO energy	-13.68	eV

Positions of all 63 atoms, in Å:
F -1.1487 -3.4232 -2.6592
C -0.1815 -1.2749 -2.5871
H 1.5996 -3.0481 5.1306
C -0.5339 0.1635 -2.9797
C 2.2168 2.5444 0.4444
O -0.2659 -1.4954 -1.2277
C 1.4222 0.2582 0.4600
C 4.6544 5.0849 0.6973
O 0.2049 0.5231 0.2871
H -3.2599 2.3245 -2.4952
C 1.5126 -4.7607 3.6824
W -0.3984 -1.5139 0.5908
C 1.4377 -3.3955 4.1014
C 3.7925 0.6222 0.6986
O 5.4360 3.8722 0.8851
F 1.6975 -2.6357 -1.9996
H -4.1741 0.1282 -1.9052
O -0.6099 -0.9789 2.4360
C 4.5876 2.8447 0.7550
H 4.8309 5.6840 1.5960
H -0.1928 0.3747 -3.9976
H -4.4351 4.4635 0.1986
C 1.3629 -1.5505 -2.7734
C 2.5340 1.1431 0.4710
N -3.8308 1.1290 -0.0876
H -3.5797 2.4013 1.5562
H 3.9208 -0.4473 0.8809
F -2.4604 -1.7467 -2.8109
H -0.0766 0.9024 -2.3094
O 0.4360 -0.4990 4.3519
H 5.8856 1.1382 1.0223
C -1.2317 -2.2086 -3.1968
F 1.7353 -1.7821 -4.0084
H -5.6025 0.8730 -1.1271
O -4.7437 3.4185 -1.4984
C 4.8812 1.5016 0.8280
C -4.2102 2.3606 0.6566
N -2.2676 -0.6785 0.4399
C -4.0544 3.5583 -0.2794
O -1.1735 -3.2278 0.4235
H -4.9080 2.1727 -3.1580
C -4.3195 2.2753 -2.2262
H 5.0479 5.5785 -0.1899
C 0.9784 -2.5264 3.1198
C 1.0859 -5.1531 2.4175
C 0.2717 -1.1880 3.4095
F 2.0313 -0.4995 -2.3314
C 3.2917 3.3532 0.5172
N 0.6331 -2.9396 1.9177
H -5.2327 2.1924 0.9930
H 1.0252 -6.1926 2.1321
H -2.9927 3.7524 -0.4591
C -0.3662 -4.3859 0.5197
C -2.9595 0.2327 0.2271
H -1.5957 0.3037 -2.9602
C 0.6214 -4.2052 1.5899
H 1.2119 2.8996 0.3120
C -4.5496 1.0204 -1.4003
O -0.5795 -5.3280 -0.1534
H 1.8721 -5.4613 4.3784
O 1.5402 -1.0265 0.7060
F -1.1568 -2.2077 -4.5050
O 3.3321 4.6852 0.4930

# C12H17N

2 unconnected molecules or ions with the total composition C12H17N (the ωB97M-V functional and the def2-TZVPD basis, the Open Molecules 2025 dataset).

Properties
LUMO energy	0.88	eV
molar mass	175.28	Da
gap between HOMO and LUMO	8.7	eV
structure (SMILES)	Cc1c[nH]c2ccccc12.CCC
charge	0
HOMO energy	-7.79	eV

Positions of all 30 atoms, in Å:
C -0.7130 0.3991 1.8834
H -1.4416 -2.0174 4.1084
H -0.2667 -1.8664 -1.5793
C -0.8592 -1.3908 3.4409
C 0.3081 1.9901 0.5995
C 1.1259 -1.1679 2.1506
C 0.2639 -1.9744 2.9469
C -1.2915 0.6960 -3.5821
H -1.0217 1.4936 -2.7972
H -0.6190 0.9172 -4.3227
H 2.6544 1.0113 -0.8462
H 0.8800 -2.6592 3.4906
H -2.2257 0.0975 3.4327
H 0.7864 -1.3336 -2.8581
H -1.3902 -1.3924 -3.9619
C 2.5461 0.9887 0.2503
N -0.7793 1.7716 1.4551
C 0.0060 -1.0515 -2.2434
H -2.3055 1.0115 -3.9861
C -1.2563 -0.7918 -3.0967
H 0.2647 -0.1638 -1.5436
C 0.6897 -0.0403 1.5330
H 0.4677 2.9357 -0.0330
C -1.3904 -0.2219 2.9312
H -2.2082 -0.9620 -2.6308
H 2.9992 1.9684 0.4956
H 2.1304 -1.5299 2.0620
H 3.2181 0.1845 0.6885
H -1.7687 2.1230 1.3066
C 1.1965 0.9750 0.7059

# C3H3N3OS

A single C3H3N3OS molecule (the ωB97M-V functional and the def2-TZVPD basis, the Open Molecules 2025 dataset).

Properties
LUMO energy	-0.54	eV
molar mass	129.14	Da
gap between HOMO and LUMO	8.7	eV
structure (SMILES)	NC(=S)c1cnon1
charge	0
HOMO energy	-9.22	eV

Positions of all 11 atoms, in Å:
H -1.3866 -2.0522 0.0481
C -1.1003 0.0414 -0.0592
C 1.2461 1.2286 -0.0032
N 1.2624 -1.0097 -0.1600
H 0.7833 2.2185 -0.0240
N -1.7061 -1.1198 0.2593
S -1.9420 1.4363 -0.1598
H -2.6821 -1.1643 0.4353
O 2.5299 -0.4834 -0.1829
N 2.5312 0.8335 0.0090
C 0.4641 0.0711 -0.1625

# C3H14NO3

3 unconnected molecules or ions with the total composition C3H14NO3 (the ωB97M-V functional and the def2-TZVPD basis, the Open Molecules 2025 dataset).

Properties
LUMO energy	-2.68	eV
molar mass	112.15	Da
gap between HOMO and LUMO	11.9	eV
charge	+1
HOMO energy	-14.55	eV

Positions of all 21 atoms, in Å:
N -0.7788 0.3546 0.4089
C 1.7985 -0.9722 -0.7102
H -3.6055 -1.4385 -0.6181
H 1.8571 -2.1110 0.9015
H -0.6504 1.3786 -1.4747
O 0.8090 1.8173 2.3075
H -1.7333 0.0366 0.1199
H 2.4373 -0.1296 -0.4792
O -3.3291 -0.5972 -0.2259
H 0.8132 1.6418 3.2579
C -0.0478 0.7244 -0.8512
H -4.1132 -0.2700 0.2289
H -0.0747 -1.2730 -1.7320
O 1.2406 -1.4735 0.5226
H -0.8547 1.1708 0.9974
H -0.1387 -0.2562 0.9280
H 2.3450 -1.7401 -1.2477
H 0.9658 -0.0058 -2.4655
C 0.6230 -0.4617 -1.5387
H 1.6955 2.1872 2.2274
H 0.7411 1.4176 -0.5568

- What is the LUMO energy in the fourth record?
  0.88 eV